Below is a cluster of 13 separate species, C58H152N10O19 in total at a distorted geometry, with properties calculated with ωB97M-V/def2-TZVPD.

Calculated values
energy above the lowest of the compared OMol25 structures with the same formula, charge and spin: 0.000 eV
largest force on an atom: 0.0869 hartree/bohr
Kohn-Sham gap: 8.86 eV
molar mass: 1293.91 g/mol

CARTESIAN COORDINATES (ANGSTROEM)
C (-9.967, 2.603, 0.285)
C (-8.480, 2.178, 0.126)
C (-8.509, 0.706, -0.490)
O (-7.183, 0.320, -0.771)
C (-6.468, -0.013, 0.417)
N (-7.904, 3.130, -0.825)
H (-9.917, 3.550, 0.822)
H (-10.557, 1.820, 0.761)
H (-10.535, 2.746, -0.634)
H (-7.855, 2.309, 1.010)
H (-9.026, 0.672, -1.449)
H (-8.951, -0.019, 0.194)
H (-5.484, -0.342, 0.083)
H (-6.876, -0.816, 1.031)
H (-6.290, 0.770, 1.155)
H (-8.589, 3.525, -1.453)
H (-7.109, 2.751, -1.318)
C (-4.331, 0.960, -3.052)
C (-5.544, 0.874, -3.930)
C (-5.370, 0.913, -5.499)
O (-4.789, 2.136, -5.969)
C (-4.568, 2.288, -7.351)
N (-6.161, -0.348, -3.601)
H (-3.637, 0.133, -3.200)
H (-4.543, 1.048, -1.986)
H (-3.787, 1.820, -3.443)
H (-6.094, 1.785, -3.693)
H (-6.351, 0.792, -5.959)
H (-4.869, 0.011, -5.851)
H (-5.376, 1.912, -7.978)
H (-3.613, 1.821, -7.592)
H (-4.436, 3.368, -7.411)
H (-7.076, -0.323, -4.027)
H (-6.326, -0.333, -2.604)
C (-1.016, -6.524, 0.088)
C (-1.233, -4.967, 0.207)
C (-2.465, -4.605, 1.097)
O (-3.790, -5.087, 0.752)
C (-4.446, -4.350, -0.374)
N (-0.003, -4.414, 0.825)
H (-1.665, -6.970, -0.665)
H (-1.230, -7.007, 1.041)
H (-0.007, -6.797, -0.221)
H (-1.336, -4.576, -0.806)
H (-2.440, -3.528, 1.262)
H (-2.277, -4.991, 2.099)
H (-4.275, -3.275, -0.314)
H (-5.526, -4.471, -0.450)
H (-3.956, -4.699, -1.283)
H (0.762, -4.476, 0.169)
H (0.239, -4.953, 1.644)
C (1.553, 0.325, 2.236)
C (0.458, -0.758, 2.071)
C (-0.285, -0.572, 0.742)
O (-1.015, 0.642, 0.757)
C (-1.864, 0.818, -0.366)
N (1.214, -1.977, 1.958)
H (2.279, 0.329, 1.422)
H (2.047, 0.443, 3.200)
H (1.046, 1.290, 2.198)
H (-0.221, -0.727, 2.923)
H (-0.977, -1.380, 0.505)
H (0.389, -0.455, -0.107)
H (-2.369, 1.776, -0.239)
H (-2.692, 0.125, -0.517)
H (-1.372, 0.872, -1.337)
H (1.728, -1.857, 1.097)
H (0.599, -2.715, 1.645)
C (2.916, 2.910, 5.081)
C (3.981, 1.861, 5.439)
O (4.928, 1.618, 4.357)
H (2.629, 2.754, 4.042)
H (3.446, 3.862, 5.051)
H (2.051, 2.886, 5.745)
H (3.440, 0.935, 5.637)
H (4.488, 2.161, 6.357)
H (5.265, 0.728, 4.485)
C (-0.706, -3.410, 6.315)
C (-0.072, -3.481, 4.911)
O (0.788, -2.363, 4.831)
H (-1.281, -4.312, 6.526)
H (-1.399, -2.571, 6.249)
H (0.005, -3.254, 7.127)
H (-0.867, -3.378, 4.172)
H (0.520, -4.377, 4.725)
H (1.082, -2.222, 3.928)
C (2.892, -4.443, -1.661)
C (2.426, -3.015, -1.931)
O (2.557, -2.252, -0.765)
H (2.519, -5.092, -2.454)
H (2.518, -4.747, -0.683)
H (3.976, -4.483, -1.766)
H (1.353, -3.142, -2.072)
H (2.889, -2.466, -2.750)
H (2.635, -1.321, -0.985)
C (-3.913, 4.119, -2.058)
O (-4.330, 4.264, -3.429)
C (-5.575, 4.913, -3.510)
C (-6.067, 4.899, -5.010)
N (-7.218, 5.720, -5.302)
C (-7.457, 5.827, -6.746)
C (-8.223, 4.579, -7.284)
O (-8.757, 4.656, -8.638)
C (-7.750, 4.729, -9.622)
H (-4.595, 3.452, -1.530)
H (-3.890, 5.103, -1.588)
H (-2.924, 3.665, -1.999)
H (-5.576, 5.896, -3.039)
H (-6.263, 4.313, -2.914)
H (-6.317, 3.856, -5.205)
H (-5.167, 5.055, -5.604)
H (-6.990, 6.644, -4.963)
H (-6.549, 6.053, -7.307)
H (-8.026, 6.733, -6.950)
H (-9.111, 4.497, -6.656)
H (-7.651, 3.651, -7.286)
H (-8.330, 4.839, -10.539)
H (-7.046, 3.901, -9.708)
H (-7.168, 5.650, -9.593)
C (10.369, -2.584, 5.111)
O (9.189, -1.753, 5.014)
C (8.588, -1.693, 3.731)
C (7.427, -0.682, 3.715)
N (6.307, -0.905, 4.696)
C (5.476, -2.065, 4.322)
C (4.261, -1.997, 5.250)
O (4.633, -2.013, 6.618)
C (3.684, -1.622, 7.548)
H (10.056, -3.620, 4.980)
H (10.837, -2.485, 6.091)
H (10.993, -2.345, 4.250)
H (8.185, -2.675, 3.484)
H (9.278, -1.401, 2.939)
H (7.117, -0.364, 2.720)
H (7.978, 0.206, 4.022)
H (6.726, -1.227, 5.556)
H (6.025, -2.988, 4.509)
H (5.137, -2.066, 3.286)
H (3.580, -2.813, 5.009)
H (3.660, -1.125, 4.990)
H (3.524, -0.556, 7.382)
H (3.997, -1.750, 8.584)
H (2.767, -2.181, 7.361)
C (8.857, -7.216, 0.757)
O (7.445, -6.916, 0.410)
C (7.062, -5.564, 0.157)
C (6.977, -4.679, 1.441)
N (5.836, -4.991, 2.368)
C (4.462, -4.762, 1.765)
C (3.303, -5.156, 2.698)
O (3.125, -6.490, 2.655)
C (1.939, -6.933, 3.332)
H (9.167, -6.777, 1.706)
H (9.652, -6.949, 0.060)
H (8.886, -8.300, 0.865)
H (6.097, -5.549, -0.351)
H (7.886, -5.274, -0.495)
H (6.826, -3.626, 1.206)
H (7.913, -4.668, 2.000)
H (5.801, -5.994, 2.481)
H (4.416, -5.457, 0.927)
H (4.426, -3.744, 1.377)
H (2.367, -4.658, 2.449)
H (3.532, -4.914, 3.736)
H (1.081, -6.616, 2.738)
H (1.964, -6.407, 4.286)
H (1.746, -7.994, 3.488)
C (2.722, 1.190, -1.461)
O (3.555, 0.077, -1.126)
C (4.807, 0.483, -0.483)
C (5.476, -0.741, 0.148)
N (5.588, -1.900, -0.733)
C (6.446, -1.556, -1.868)
C (6.688, -2.847, -2.661)
O (5.499, -3.329, -3.255)
C (5.661, -4.331, -4.297)
H (2.312, 1.679, -0.577)
H (1.825, 0.882, -1.999)
H (3.250, 1.962, -2.021)
H (4.642, 1.240, 0.284)
H (5.445, 1.015, -1.189)
H (4.967, -0.866, 1.104)
H (6.476, -0.504, 0.514)
H (4.638, -2.065, -1.032)
H (7.418, -1.235, -1.495)
H (5.908, -0.876, -2.529)
H (7.191, -3.590, -2.042)
H (7.346, -2.634, -3.504)
H (4.649, -4.577, -4.619)
H (6.077, -5.285, -3.973)
H (6.261, -3.983, -5.138)
C (-0.664, 7.041, 5.667)
O (0.090, 6.797, 4.468)
C (0.838, 5.579, 4.407)
C (-0.103, 4.382, 4.430)
N (-0.994, 4.395, 3.261)
C (-1.807, 3.176, 3.052)
C (-2.939, 3.315, 2.001)
O (-4.054, 4.070, 2.503)
C (-5.148, 4.352, 1.615)
H (-1.180, 7.999, 5.605)
H (-0.050, 7.145, 6.561)
H (-1.344, 6.254, 5.993)
H (1.570, 5.492, 5.210)
H (1.438, 5.630, 3.499)
H (-0.617, 4.331, 5.390)
H (0.455, 3.448, 4.365)
H (-1.517, 5.258, 3.210)
H (-2.301, 2.878, 3.977)
H (-1.184, 2.321, 2.790)
H (-3.371, 2.354, 1.720)
H (-2.554, 3.726, 1.068)
H (-6.026, 4.810, 2.069)
H (-5.470, 3.379, 1.242)
H (-4.876, 4.964, 0.755)
C (-0.844, -0.630, -4.038)
O (-1.033, 0.777, -3.789)
C (-1.364, 1.403, -5.036)
C (-1.304, 2.885, -4.852)
N (0.085, 3.332, -4.785)
C (0.190, 4.786, -4.437)
C (-0.294, 5.001, -3.015)
O (0.413, 4.150, -2.101)
C (0.179, 4.420, -0.723)
H (-0.439, -1.170, -3.182)
H (-0.126, -0.826, -4.834)
H (-1.803, -1.016, -4.385)
H (-2.374, 1.145, -5.354)
H (-0.797, 0.966, -5.858)
H (-1.795, 3.061, -3.895)
H (-1.827, 3.399, -5.658)
H (0.435, 2.910, -3.936)
H (-0.415, 5.366, -5.135)
H (1.227, 5.041, -4.656)
H (-1.374, 4.855, -3.034)
H (-0.150, 6.046, -2.742)
H (0.766, 3.815, -0.032)
H (-0.873, 4.237, -0.504)
H (0.548, 5.442, -0.635)